This record from OMol25 describes a molecular structure, C14H13BeBr2N6O4. The level of theory is the ωB97M-V functional and the def2-TZVPD basis.

Structure (XYZ):
```
40
Properties=species:S:1:pos:R:3
Be -0.0109 -0.4649 -0.6791
Br -0.7162 -5.1190 3.6264
C -0.5916 -3.7434 2.3681
C -1.7295 -3.2796 1.7245
C -1.5842 -2.2627 0.8019
N -0.4026 -1.7165 0.5212
C 0.6936 -2.1751 1.1373
C 0.6471 -3.1900 2.0716
C 1.9245 -1.4924 0.6800
C 3.1836 -1.7121 1.1958
C 4.2350 -0.9699 0.6748
Br 5.9656 -1.2248 1.3333
C 3.9991 -0.0430 -0.3261
C 2.7045 0.1104 -0.7834
N 1.6891 -0.6036 -0.2972
H -2.7027 -3.6992 1.9300
H -2.4378 -1.8706 0.2647
H 1.5406 -3.5533 2.5559
H 3.3578 -2.4298 1.9830
H 4.7996 0.5490 -0.7431
H 2.4636 0.8131 -1.5669
O -0.9117 -0.5192 -4.1269
N -0.2767 -0.3346 -3.1291
O -0.6411 -1.0092 -2.0366
O 0.6752 0.4174 -3.0042
C -2.8783 3.8808 -0.8000
N -1.8456 2.9619 -0.3598
C -0.7981 3.2636 0.5987
C -0.0388 1.9449 0.6548
O 0.9045 1.6979 1.3563
N -0.6403 1.0663 -0.2459
C -1.6942 1.7109 -0.7873
N -2.5341 1.1382 -1.6452
H -2.7826 4.8014 -0.2316
H -3.8720 3.4713 -0.6120
H -2.7701 4.1201 -1.8592
H -1.1983 3.5145 1.5820
H -0.1436 4.0685 0.2610
H -2.3382 0.2045 -1.9794
H -3.2439 1.6783 -2.1083
```

F_max = 0.4 eV Å⁻¹
DFT total energy = -172343.2597 eV
E_LUMO = -3.8 eV
Charge = +1
E_HOMO = -12.85 eV
Gap between HOMO and LUMO = 9.08 eV
Relative energy (zero: lowest compared OMol25 entry of this formula, charge and spin) = 0.000 eV

=====

This record from OMol25 describes 3 unconnected molecules or ions with the total composition C6H12O. The level of theory is the ωB97M-V functional and the def2-TZVPD basis.

Structure (XYZ):
```
19
Properties=species:S:1:pos:R:3
C 1.6715 1.2749 -0.2042
C 0.6235 0.1863 -0.0724
C 1.1702 -1.2180 0.1165
C -0.5990 0.3810 -0.7271
C -1.6770 -0.6508 -0.8616
C -2.0194 0.0073 0.4218
O -1.6720 -0.4372 1.5636
H 1.2133 2.2673 -0.2540
H 2.3610 1.2563 0.6453
H 2.2625 1.1282 -1.1175
H 0.3158 0.3570 1.4277
H 2.0452 -1.1996 0.7736
H 1.4730 -1.6502 -0.8463
H 0.4212 -1.8719 0.5700
H -0.7911 1.3606 -1.1577
H -2.3678 -0.4738 -1.6844
H -1.3686 -1.6905 -0.7752
H -2.6398 0.9112 0.3617
H -0.4224 0.0618 1.8202
```

F_max = 0.4 eV Å⁻¹
DFT total energy = -8460.6372 eV
E_LUMO = 1.0 eV
E_HOMO = -8.82 eV
Gap between HOMO and LUMO = 9.79 eV
Relative energy (zero: lowest compared OMol25 entry of this formula, charge and spin) = 3.717 eV

=====

This record from OMol25 describes 6 unconnected molecules or ions with the total composition C29H45BBrClNO10. The level of theory is the ωB97M-V functional and the def2-TZVPD basis.

Structure (XYZ):
```
88
Properties=species:S:1:pos:R:3
C -3.7706 -3.6959 2.9230
C -4.3535 -2.9327 2.1998
C -5.0056 -1.9864 1.3109
B -5.7004 -2.6080 -0.0458
Br -7.2058 -1.1606 -0.5672
C -6.5512 -4.0118 0.1982
C -5.9798 -5.2585 -0.3957
C -5.1593 -6.1584 0.4875
N -6.1724 -5.6337 -1.6019
C -4.6626 -2.5772 -1.3012
C -3.2676 -3.1154 -0.9781
C -2.8906 -4.4331 -1.6595
Cl -1.9863 -1.8509 -1.4124
H -3.2280 -4.2891 3.6169
H -4.2650 -1.2324 1.0306
H -5.7713 -1.4634 1.8867
H -6.7269 -4.1643 1.2666
H -7.5286 -3.8774 -0.2655
H -5.8196 -6.9391 0.8705
H -4.3692 -6.6389 -0.0822
H -4.7517 -5.6227 1.3389
H -6.7711 -4.9542 -2.0734
H -5.0467 -3.0861 -2.1872
H -4.5619 -1.5311 -1.5838
H -3.1178 -3.2131 0.0910
H -1.9192 -4.3566 -2.1408
H -3.6309 -4.7230 -2.3985
H -2.8076 -5.2240 -0.9171
O -0.9874 -4.6201 4.2051
C -0.3269 -3.7919 3.6467
O -0.6282 -2.4777 3.7128
C 0.2222 -1.7264 2.8298
C 1.4710 -2.5831 2.6464
C 0.8856 -3.9896 2.7565
H -0.3166 -1.5684 1.8932
H 0.4154 -0.7621 3.2947
H 1.9913 -2.3953 1.7129
H 2.1679 -2.3991 3.4659
H 0.5318 -4.3586 1.7920
H 1.5546 -4.7275 3.1904
O 3.9014 -2.7520 0.1531
C 4.4412 -1.6937 0.2868
O 4.3228 -0.9721 1.4321
C 4.9650 0.3066 1.2852
C 5.9803 0.1207 0.1643
C 5.2950 -0.9284 -0.7058
H 4.1985 1.0428 1.0306
H 5.4056 0.5751 2.2424
H 6.2202 1.0411 -0.3585
H 6.9082 -0.2849 0.5697
H 4.6299 -0.4801 -1.4457
H 5.9845 -1.5945 -1.2148
O 7.7249 0.5311 -2.7850
C 8.2323 1.6031 -2.6270
O 8.0913 2.3094 -1.4828
C 8.7063 3.6099 -1.6144
C 9.7362 3.4526 -2.7257
C 9.0742 2.3972 -3.6095
H 7.9317 4.3316 -1.8654
H 9.1362 3.8808 -0.6542
H 9.9506 4.3948 -3.2233
H 10.6686 3.0609 -2.3169
H 8.3974 2.8393 -4.3433
H 9.7662 1.7377 -4.1255
O -12.4870 2.9349 0.9834
C -11.5188 2.2487 0.8060
O -11.1189 1.8739 -0.4244
C -9.9825 0.9780 -0.3382
C -9.3552 1.2654 1.0195
C -10.5779 1.6646 1.8436
H -10.3460 -0.0470 -0.4152
H -9.3225 1.1779 -1.1761
H -8.7981 0.4154 1.4007
H -8.6693 2.1097 0.9375
H -11.0716 0.8005 2.2933
H -10.3792 2.3976 2.6209
O 8.9300 6.8887 -1.9001
C 7.8516 7.2944 -1.5764
O 6.9228 6.4908 -1.0089
C 5.6882 7.2054 -0.8079
C 6.0834 8.6787 -0.7792
C 7.2872 8.6948 -1.7199
H 5.0208 6.9710 -1.6392
H 5.2415 6.8490 0.1160
H 5.2714 9.3375 -1.0774
H 6.3961 8.9576 0.2274
H 6.9966 8.8320 -2.7631
H 8.0453 9.4308 -1.4682
```

F_max = 0.5 eV Å⁻¹
DFT total energy = -136012.9153 eV
E_LUMO = 1.2 eV
Charge = -1
E_HOMO = -5.71 eV
Gap between HOMO and LUMO = 6.94 eV

=====

The highest E_LUMO belongs to which entry? C29H45BBrClNO10

=====

What is the gap between HOMO and LUMO in the first record? 9.08 eV